(1)
Here is a 15-piece molecular cluster, C42H106N15O28 overall in a non-equilibrium geometry from the OMol25 dataset. Energies are from ωB97M-V/def2-TZVPD.

Each atom is followed by the atoms it is bonded to, with distances in Å.
Cartesian coordinates (Å):
1 C -0.57845 -4.66909 -7.12318  N2 1.555, H8 1.090, H9 1.090, H10 1.090
2 N -1.36573 -4.20962 -8.38317  C1 1.555, C3 1.567, C4 1.478, C5 1.541
3 C -2.37025 -3.03190 -8.14034  N2 1.567, H11 1.090, H12 1.090, H13 1.090
4 C -0.37758 -3.72455 -9.36871  N2 1.478, H14 1.090, H15 1.090, H16 1.090
5 C -2.19921 -5.41537 -8.85922  N2 1.541, C6 1.640, H17 1.090, H18 1.090
6 C -1.50334 -6.90063 -8.83624  C5 1.640, O7 1.422, H19 1.090, H20 1.090
7 O -0.40278 -7.00753 -9.73014  C6 1.422, H21 0.960
8 H -1.25014 -5.20558 -6.45302  C1 1.090
9 H -0.12453 -3.74589 -6.76298  C1 1.090
10 H 0.29131 -5.21208 -7.49304  C1 1.090
11 H -1.89035 -2.09876 -7.84531  C3 1.090
12 H -2.87917 -3.16429 -7.18557  C3 1.090
13 H -3.09580 -2.95363 -8.95000  C3 1.090
14 H 0.31096 -2.91319 -9.13270  C4 1.090
15 H -0.94243 -3.42808 -10.25255  C4 1.090
16 H 0.30175 -4.54243 -9.60891  C4 1.090
17 H -2.73647 -5.07114 -9.74294  C5 1.090
18 H -3.11350 -5.43851 -8.26623  C5 1.090
19 H -2.14079 -7.76755 -9.01003  C6 1.090
20 H -1.14596 -7.20052 -7.85113  C6 1.090
21 H 0.05036 -7.78242 -9.38984  O7 0.960
22 C 8.83633 -7.26187 5.12824  N23 1.585, H29 1.090, H30 1.090, H31 1.090
23 N 8.40371 -6.14597 4.08854  C22 1.585, C24 1.563, C25 1.545, C26 1.564
24 C 8.76126 -6.69415 2.66927  N23 1.563, H32 1.090, H33 1.090, H34 1.090
25 C 6.87234 -6.00807 4.23670  N23 1.545, H35 1.090, H36 1.090, H37 1.090
26 C 9.12509 -4.77994 4.33266  N23 1.564, C27 1.567, H38 1.090, H39 1.090
27 C 10.62496 -4.73945 4.78575  C26 1.567, O28 1.475, H40 1.090, H41 1.090
28 O 11.52224 -5.47325 3.87372  C27 1.475, H42 0.960
29 H 9.84011 -7.62082 4.90092  C22 1.090
30 H 8.05795 -8.01861 5.22612  C22 1.090
31 H 8.95536 -6.65800 6.02785  C22 1.090
32 H 8.64138 -6.02784 1.81499  C24 1.090
33 H 8.28187 -7.63129 2.38637  C24 1.090
34 H 9.80170 -7.01338 2.60874  C24 1.090
35 H 6.49279 -6.97577 3.90869  C25 1.090
36 H 6.62335 -5.14287 3.62226  C25 1.090
37 H 6.68649 -5.82090 5.29430  C25 1.090
38 H 8.63669 -4.21741 5.12834  C26 1.090
39 H 8.90081 -4.12253 3.49266  C26 1.090
40 H 10.77906 -4.90643 5.85181  C27 1.090
41 H 10.80032 -3.66569 4.71956  C27 1.090
42 H 12.33896 -4.97008 3.91053  O28 0.960
43 C -3.52733 2.00347 9.36195  C44 1.602, H52 1.090, H53 1.090, H54 1.090
44 C -2.44488 1.03474 8.68671  C43 1.602, C45 1.459, N48 1.547, H55 1.090
45 C -2.91467 -0.12874 7.94194  C44 1.459, O46 1.421, H56 1.090, H57 1.090
46 O -1.91743 -1.13343 7.81412  C45 1.421, C47 1.437
47 C -2.50447 -2.31034 7.23575  O46 1.437, H58 1.090, H59 1.090, H60 1.090
48 N -1.46583 1.81339 7.77631  C44 1.547, H49 1.010, H50 1.010, H51 1.010
49 H -0.97164 2.43883 8.39653  N48 1.010
50 H -0.76436 1.21063 7.37046  N48 1.010
51 H -1.99553 2.26211 7.04270  N48 1.010
52 H -3.62843 1.63329 10.38217  C43 1.090
53 H -4.48434 1.98004 8.84074  C43 1.090
54 H -3.15275 3.00411 9.57763  C43 1.090
55 H -1.62749 0.67440 9.31132  C44 1.090
56 H -3.48859 0.16593 7.06337  C45 1.090
57 H -3.80987 -0.51499 8.42932  C45 1.090
58 H -3.16562 -2.08471 6.39905  C47 1.090
59 H -2.93671 -3.08017 7.87498  C47 1.090
60 H -1.65139 -2.83121 6.80095  C47 1.090
61 C 7.75044 1.00435 -8.38724  C62 1.612, H70 1.090, H71 1.090, H72 1.090
62 C 7.98543 2.03157 -7.16736  C61 1.612, C63 1.534, N66 1.534, H73 1.090
63 C 8.04640 3.51543 -7.55248  C62 1.534, O64 1.408, H74 1.090, H75 1.090
64 O 8.22239 4.30099 -6.39766  C63 1.408, C65 1.501
65 C 9.59145 4.58953 -5.85552  O64 1.501, H76 1.090, H77 1.090, H78 1.090
66 N 7.00415 1.68370 -6.04094  C62 1.534, H67 1.010, H68 1.010, H69 1.010
67 H 7.17742 2.29591 -5.25654  N66 1.010
68 H 6.05000 1.84034 -6.33278  N66 1.010
69 H 7.13991 0.77761 -5.61586  N66 1.010
70 H 8.38703 1.16331 -9.25763  C61 1.090
71 H 6.74725 1.02313 -8.81310  C61 1.090
72 H 8.02409 0.05001 -7.93731  C61 1.090
73 H 8.97852 1.96247 -6.72340  C62 1.090
74 H 7.12353 3.79287 -8.06183  C63 1.090
75 H 8.78628 3.69455 -8.33260  C63 1.090
76 H 9.55862 5.40067 -5.12814  C65 1.090
77 H 10.22586 4.90854 -6.68249  C65 1.090
78 H 10.20652 3.77040 -5.48294  C65 1.090
79 C -3.91586 -0.57918 1.66378  C80 1.542, H88 1.090, H89 1.090, H90 1.090
80 C -2.79558 -1.10828 0.74591  C79 1.542, C81 1.481, H91 1.090, H92 1.090
81 C -1.58177 -1.57007 1.45710  C80 1.481, N82 1.572, H93 1.090, H94 1.090
82 N -0.20863 -1.39332 0.71295  C81 1.572, C83 1.538, C84 1.552, C87 1.612
83 C -0.33515 -2.05523 -0.66911  N82 1.538, H95 1.090, H96 1.090, H97 1.090
84 C 0.99917 -1.95703 1.50822  N82 1.552, C85 1.596, H98 1.090, H99 1.090
85 C 2.19160 -0.93062 1.23919  C84 1.596, C86 1.499, H100 1.090, H101 1.090
86 C 1.74688 0.25079 0.43149  C85 1.499, C87 1.545, H102 1.090, H103 1.090
87 C 0.21003 0.15580 0.55510  N82 1.612, C86 1.545, H104 1.090, H105 1.090
88 H -3.62593 0.40415 2.03403  C79 1.090
89 H -4.08899 -1.28588 2.47538  C79 1.090
90 H -4.81727 -0.43809 1.06742  C79 1.090
91 H -2.51596 -0.31327 0.05463  C80 1.090
92 H -3.24999 -1.96629 0.25049  C80 1.090
93 H -1.49519 -2.63253 1.68462  C81 1.090
94 H -1.34715 -1.04964 2.38565  C81 1.090
95 H -0.93764 -1.44459 -1.34159  C83 1.090
96 H -0.76022 -3.05727 -0.61134  C83 1.090
97 H 0.68465 -2.02239 -1.05256  C83 1.090
98 H 1.25457 -2.91198 1.04894  C84 1.090
99 H 0.79123 -2.13796 2.56279  C84 1.090
100 H 3.02192 -1.39161 0.70426  C85 1.090
101 H 2.64836 -0.55826 2.15615  C85 1.090
102 H 1.98269 0.20974 -0.63189  C86 1.090
103 H 2.04818 1.24111 0.77295  C86 1.090
104 H -0.34405 0.55086 -0.29638  C87 1.090
105 H -0.02421 0.59449 1.52505  C87 1.090
106 C 3.90349 8.12522 -4.23068  C107 1.547, H115 1.090, H116 1.090, H117 1.090
107 C 4.28842 8.43281 -2.76448  C106 1.547, C108 1.552, H118 1.090, H119 1.090
108 C 3.15817 8.39381 -1.70108  C107 1.552, N109 1.526, H120 1.090, H121 1.090
109 N 3.53518 8.96841 -0.33870  C108 1.526, C110 1.561, C111 1.543, C114 1.571
110 C 4.00410 10.45260 -0.46186  N109 1.561, H122 1.090, H123 1.090, H124 1.090
111 C 4.63317 8.23556 0.45974  N109 1.543, C112 1.570, H125 1.090, H126 1.090
112 C 4.07036 7.80821 1.86225  C111 1.570, C113 1.471, H127 1.090, H128 1.090
113 C 2.63013 7.77549 1.56581  C112 1.471, C114 1.493, H129 1.090, H130 1.090
114 C 2.29345 8.87944 0.61913  N109 1.571, C113 1.493, H131 1.090, H132 1.090
115 H 4.75086 8.21963 -4.90976  C106 1.090
116 H 3.21056 8.81665 -4.71013  C106 1.090
117 H 3.69853 7.05655 -4.29442  C106 1.090
118 H 4.66362 9.45341 -2.83992  C107 1.090
119 H 5.07341 7.75802 -2.42312  C107 1.090
120 H 2.91250 7.37760 -1.39275  C108 1.090
121 H 2.31670 9.01681 -2.00422  C108 1.090
122 H 5.03845 10.32674 -0.78183  C110 1.090
123 H 4.05296 10.87209 0.54299  C110 1.090
124 H 3.40228 11.01404 -1.17650  C110 1.090
125 H 5.55757 8.80901 0.39096  C111 1.090
126 H 4.77916 7.34766 -0.15541  C111 1.090
127 H 4.35499 8.53970 2.61857  C112 1.090
128 H 4.36687 6.81650 2.20386  C112 1.090
129 H 2.15183 7.80907 2.54468  C113 1.090
130 H 2.31381 6.77306 1.27741  C113 1.090
131 H 2.18517 9.77401 1.23241  C114 1.090
132 H 1.39919 8.69746 0.02307  C114 1.090
133 C -11.00556 1.73951 5.32820  C134 1.533, H142 1.090, H143 1.090, H144 1.090
134 C -11.52275 0.66029 4.36957  C133 1.533, C135 1.549, H145 1.090, H146 1.090
135 C -12.28501 1.33418 3.20108  C134 1.549, N136 1.538, H147 1.090, H148 1.090
136 N -13.26980 0.55427 2.31306  C135 1.538, C137 1.574, C138 1.572, C141 1.507
137 C -13.78727 1.35732 1.06153  N136 1.574, H149 1.090, H150 1.090, H151 1.090
138 C -14.52956 0.20894 3.18822  N136 1.572, C139 1.502, H152 1.090, H153 1.090
139 C -15.05804 -1.02781 2.51918  C138 1.502, C140 1.499, H154 1.090, H155 1.090
140 C -13.92085 -1.79710 1.91791  C139 1.499, C141 1.515, H156 1.090, H157 1.090
141 C -12.75968 -0.82722 1.99249  N136 1.507, C140 1.515, H158 1.090, H159 1.090
142 H -10.45934 2.50609 4.77858  C133 1.090
143 H -10.29452 1.34581 6.05450  C133 1.090
144 H -11.70155 2.29695 5.95506  C133 1.090
145 H -12.24154 -0.02252 4.82259  C134 1.090
146 H -10.67920 0.02928 4.08968  C134 1.090
147 H -11.58815 1.63444 2.41855  C135 1.090
148 H -12.87645 2.16838 3.57843  C135 1.090
149 H -12.89308 1.70097 0.54148  C137 1.090
150 H -14.47851 2.11199 1.43673  C137 1.090
151 H -14.20525 0.64665 0.34856  C137 1.090
152 H -15.29509 0.98462 3.20770  C138 1.090
153 H -14.27587 -0.18220 4.17348  C138 1.090
154 H -15.82888 -0.70852 1.81778  C139 1.090
155 H -15.54587 -1.56771 3.33075  C139 1.090
156 H -14.18085 -2.20277 0.94019  C140 1.090
157 H -13.71804 -2.72192 2.45796  C140 1.090
158 H -12.12407 -0.71872 1.11367  C141 1.090
159 H -12.01964 -1.10830 2.74178  C141 1.090
160 N 5.84034 -4.85258 -4.16746  O161 1.223, O162 1.238, O163 1.263
161 O 5.97798 -3.80946 -4.78995  N160 1.223
162 O 5.84089 -4.96953 -2.93519  N160 1.238
163 O 5.66995 -5.89139 -4.86449  N160 1.263
164 N 4.00265 -0.99118 8.20115  O165 1.201, O166 1.259, O167 1.165
165 O 3.24920 -0.69287 7.31496  N164 1.201
166 O 3.85847 -0.22360 9.18913  N164 1.259
167 O 4.69187 -1.93027 8.16649  N164 1.165
168 N -1.83469 -7.65619 3.02741  O169 1.214, O170 1.212, O171 1.200
169 O -1.23719 -7.17373 2.08705  N168 1.214
170 O -3.03887 -7.79041 3.00933  N168 1.212
171 O -1.25630 -8.08633 3.98633  N168 1.200
172 N -4.62174 -7.39951 -2.98425  O173 1.206, O174 1.206, O175 1.191
173 O -4.03564 -8.29627 -3.53709  N172 1.206
174 O -5.24251 -7.65488 -1.98214  N172 1.206
175 O -4.55683 -6.30549 -3.44983  N172 1.191
176 N 8.88251 1.40232 -0.60962  O177 1.221, O178 1.214, O179 1.256
177 O 8.28756 2.42252 -0.91965  N176 1.221
178 O 8.56075 0.83027 0.41110  N176 1.214
179 O 9.63985 0.86373 -1.45439  N176 1.256
180 N -4.05920 4.89049 2.79311  O181 1.245, O182 1.206, O183 1.255
181 O -5.20683 5.33966 2.61713  N180 1.245
182 O -3.64843 5.00854 3.92059  N180 1.206
183 O -3.28614 4.41780 1.92471  N180 1.255
184 N -7.85188 2.33835 -3.45846  O185 1.253, O186 1.218, O187 1.185
185 O -8.64574 2.33385 -2.48846  N184 1.253
186 O -7.23253 1.36768 -3.85628  N184 1.218
187 O -7.78115 3.25798 -4.20287  N184 1.185
188 N 1.22413 2.04707 -6.28703  O189 1.216, O190 1.211, O191 1.220
189 O 1.69024 1.05787 -5.75514  N188 1.216
190 O 0.58966 2.83015 -5.61564  N188 1.211
191 O 1.41867 2.20182 -7.48149  N188 1.220

Results
Kohn-Sham gap in Eh: 0.131
HOMO energy in eV: -3.316
E_LUMO in eV: 0.3
Total charge: -1
Energy in eV: -124902.080

Atom charges from the Mulliken analysis, given in e for atoms 1 to 6:
1. C -1.044
2. N -0.058
3. C -0.881
4. C -0.886
5. C -0.768
6. C -0.577

---

(2)
Here is one molecule with the formula C2H3N3S in a non-equilibrium geometry from the OMol25 dataset. Energies are from ωB97M-V/def2-TZVPD.

Each atom is followed by the atoms it is bonded to, with distances in Å.
Cartesian coordinates (Å):
1 C -0.75245 1.39174 0.32717  N5 1.622, S6 1.629, H7 1.075
2 C 0.33407 -0.80410 -0.12834  N4 1.366, S6 1.937, H8 1.094, H9 1.094
3 N -2.88353 0.37713 -0.21220  N5 1.187
4 N -1.02328 -0.91449 -0.01682  C2 1.366, N5 1.279
5 N -1.73688 0.14686 -0.00708  C1 1.622, N3 1.187, N4 1.279
6 S 0.75689 1.08464 -0.20286  C1 1.629, C2 1.937
7 H -1.19155 2.37278 0.36337  C1 1.075
8 H 0.88057 -1.23565 0.71515  C2 1.094
9 H 0.72842 -1.19244 -1.07184  C2 1.094

Results
Relative energy (zero: lowest compared OMol25 entry of this formula, charge and spin) in kJ/mol: 554.3
Kohn-Sham gap (spin up / spin down) in Eh: 0.302 / 0.249
HOMO energy (spin up / spin down) in eV: -8.974 / -8.081
E_LUMO (spin up / spin down) in eV: -0.7 / -1.3
Energy in eV: -17422.052

Atom charges from the Mulliken analysis, given in e for atoms 1 to 6:
1. C -0.253
2. C -0.298
3. N -0.635
4. N -0.817
5. N 1.067
6. S -0.085

---

(3)
Here is a 2-piece molecular cluster, C11H13FO2S overall in a non-equilibrium geometry from the OMol25 dataset. Energies are from ωB97M-V/def2-TZVPD.

Each atom is followed by the atoms it is bonded to, with distances in Å.
Cartesian coordinates (Å):
1 C -3.05398 2.55506 0.44696  C2 1.415, C3 1.371, H16 1.091
2 C -3.85297 1.53268 1.01045  C1 1.415, C4 1.426, H17 1.167
3 C -2.39979 2.25144 -0.71843  C1 1.371, C5 1.400, H18 1.118
4 C -3.95878 0.23072 0.43882  C2 1.426, C6 1.404, H19 1.097
5 C -2.13801 0.91143 -1.02798  C3 1.400, C6 1.379, H20 1.061
6 C -3.00696 -0.04876 -0.55463  C4 1.404, C5 1.379, S15 1.796
7 C 0.54763 -0.68313 0.50063  C10 1.538, O12 1.287, O13 1.199
8 C 2.02967 -1.19551 -1.25393  C10 1.590, H21 1.082, H22 1.043, H23 1.132
9 C 2.75687 0.08673 0.81951  C10 1.565, H24 1.115, H25 1.140, H26 1.102
10 C 1.99082 -1.18996 0.33578  C7 1.538, C8 1.590, C9 1.565, H27 1.095
11 C -2.07188 -2.44875 0.35825  F14 1.283, S15 1.729, H28 0.998
12 O -0.20297 -1.71541 0.33363  C7 1.287
13 O 0.26375 0.47966 0.57181  C7 1.199
14 F -2.41923 -2.11159 1.54594  C11 1.283
15 S -2.84461 -1.77244 -1.03292  C6 1.796, C11 1.729
16 H -2.92341 3.59780 0.73830  C1 1.091
17 H -4.53540 1.82287 1.91160  C2 1.167
18 H -1.89382 3.14358 -1.16355  C3 1.118
19 H -4.60803 -0.58017 0.79116  C4 1.097
20 H -1.42064 0.76677 -1.79558  C5 1.061
21 H 1.73861 -0.17688 -1.47516  C8 1.082
22 H 1.44589 -2.02537 -1.49686  C8 1.043
23 H 3.10127 -1.44497 -1.51959  C8 1.132
24 H 2.52690 0.19223 1.90555  C9 1.115
25 H 3.87481 -0.11866 0.90354  C9 1.140
26 H 2.55422 1.03660 0.29814  C9 1.102
27 H 2.07240 -2.24383 0.62048  C10 1.095
28 H -1.78762 -3.40532 0.35113  C11 0.998

Results
Relative energy (zero: lowest compared OMol25 entry of this formula, charge and spin) in kJ/mol: 95.7
Kohn-Sham gap (spin up / spin down) in Eh: 0.315 / 0.315
HOMO energy (spin up / spin down) in eV: -8.808 / -8.808
E_LUMO (spin up / spin down) in eV: -0.2 / -0.2
Energy in eV: -29261.642

Atom charges from the Mulliken analysis, given in e for atoms 1 to 6:
1. C -0.323
2. C -0.364
3. C -0.516
4. C -0.344
5. C -0.338
6. C 0.381